{"formula": "C14H48N16O10", "method": "ωB97M-V/def2-TZVPD", "e_above_lowest_kcal_mol": 140.3, "gap_ev": 9.24, "e_homo_ha": -0.344, "elements": ["O", "O", "O", "O", "O", "O", "O", "O", "O", "O", "N", "N", "N", "N", "N", "N", "N", "N", "N", "N", "N", "N", "N", "N", "N", "N", "C", "C", "C", "C", "C", "C", "C", "C", "C", "C", "C", "C", "C", "C", "H", "H", "H", "H", "H", "H", "H", "H", "H", "H", "H", "H", "H", "H", "H", "H", "H", "H", "H", "H", "H", "H", "H", "H", "H", "H", "H", "H", "H", "H", "H", "H", "H", "H", "H", "H", "H", "H", "H", "H", "H", "H", "H", "H", "H", "H", "H", "H"], "xyz": [[1.4134, 0.7683, -0.5959], [-4.9063, -5.0894, -3.2798], [7.3607, 0.1928, -2.0566], [5.4899, -2.9851, 3.1702], [-2.3877, 2.5348, 5.5323], [0.2588, 5.6924, 1.9531], [-1.2946, 0.7404, -9.9799], [5.5119, 2.4844, 5.0901], [-1.0160, -6.1015, 2.5543], [-4.9020, 1.3292, -0.2219], [4.4858, -1.3823, 2.0375], [-1.5544, -4.6056, 4.1635], [5.6987, -1.0331, -2.9887], [-0.2569, -0.6071, -8.7297], [-5.6529, 1.4474, -2.3747], [0.6163, 1.2886, -8.8560], [-4.3567, 2.9442, -1.6400], [7.7912, -1.6498, -3.1580], [4.4066, -3.3394, 1.3035], [-3.4098, 2.9609, 3.5816], [0.5463, -5.3036, 3.8789], [-3.1470, 0.8447, 4.3126], [0.0172, 7.1855, 3.5558], [0.3893, 7.6883, 1.3849], [5.5764, 4.5362, 5.9302], [3.5996, 3.6417, 5.5261], [-6.7904, -4.3435, -2.1127], [-4.9708, 1.8477, -1.3122], [0.2494, 6.8138, 2.2829], [0.1372, -0.8488, 0.4910], [-2.9369, 2.1373, 4.5248], [0.1542, -0.6677, -2.1762], [0.2283, 0.0162, -0.7953], [6.9555, -0.7779, -2.7271], [-0.3773, 0.5738, -9.2019], [-4.3191, -4.2026, -1.1662], [4.9068, 3.4873, 5.4570], [-5.3120, -4.1233, -2.3456], [-0.7326, -5.4622, 3.5484], [4.8592, -2.6037, 2.2211], [3.8105, -2.9508, 0.5868], [0.6720, 2.2027, -9.2820], [-7.3708, -3.8465, -2.8900], [0.5013, -0.3340, 1.3801], [0.0575, 8.1345, 3.8994], [1.3577, 0.9415, -8.2645], [4.0420, -1.1208, 1.1687], [-4.4985, -5.1103, -0.5900], [4.7656, -0.6678, 2.6943], [-6.9584, -5.4155, -2.0098], [-4.4748, -3.3851, -0.4622], [3.0030, 2.8869, 5.2190], [-6.3409, 0.7206, -2.2384], [0.7830, -1.7237, 0.4151], [-0.9144, -1.0988, 0.6312], [0.5931, -0.7793, -8.2120], [-3.1878, 3.9462, 3.5798], [5.0575, 5.3540, 6.2165], [-3.2518, -4.2848, -1.3719], [1.1949, -5.5490, 3.1446], [-0.5367, 0.7887, -0.8734], [5.4274, -1.7796, -3.6126], [6.5631, 4.6012, 5.7243], [-1.0246, -1.2627, -8.7597], [-0.8080, -1.1752, -2.1073], [-5.4943, 1.8533, -3.2859], [-3.7545, 3.5087, -1.0580], [-0.2590, 6.4341, 4.1715], [-2.4933, -4.4230, 3.8389], [-2.6130, 0.3181, 4.9890], [4.5521, -4.3309, 1.1779], [0.1753, 0.0551, -2.9919], [-5.2074, -3.1277, -2.7770], [8.6548, -1.6580, -2.6344], [0.5533, 8.6058, 1.7738], [-7.0815, -3.8240, -1.1997], [-1.2452, -3.9701, 4.8851], [0.4574, 7.3846, 0.4240], [-3.5710, 0.4125, 3.5041], [-3.6744, 2.4574, 2.7470], [-4.4448, 3.2871, -2.5859], [4.9646, -0.4060, -2.6921], [7.4857, -2.3528, -3.8157], [0.9582, -1.3797, -2.3625], [-3.9671, -5.1803, -3.1029], [0.8675, -4.9671, 4.7754], [1.1540, 1.6450, -0.3034], [3.1915, 4.5367, 5.7552]]}

***

{"formula": "C49H38BiN5O6PSbSe4", "method": "ωB97M-V/def2-TZVPD", "e_above_lowest_kcal_mol": 9.5, "total_charge": -2, "gap_ev": 6.27, "e_homo_ha": -0.092, "elements": ["Bi", "Sb", "Se", "Se", "Se", "Se", "P", "O", "O", "O", "O", "O", "O", "N", "N", "N", "N", "N", "C", "C", "C", "C", "C", "C", "C", "C", "C", "C", "C", "C", "C", "C", "C", "C", "C", "C", "C", "C", "C", "C", "C", "C", "C", "C", "C", "C", "C", "C", "C", "C", "C", "C", "C", "C", "C", "C", "C", "C", "C", "C", "C", "C", "C", "C", "C", "C", "C", "H", "H", "H", "H", "H", "H", "H", "H", "H", "H", "H", "H", "H", "H", "H", "H", "H", "H", "H", "H", "H", "H", "H", "H", "H", "H", "H", "H", "H", "H", "H", "H", "H", "H", "H", "H", "H", "H"], "xyz": [[-1.2517, 0.7749, -0.9434], [-4.7318, 1.5154, -2.9061], [-6.7332, 0.3082, -3.6154], [-5.1311, 3.8610, -2.9937], [-2.9503, 0.6168, -4.5781], [-4.0055, 0.6481, -0.6545], [2.1602, -2.3041, -0.2301], [1.6256, 2.0791, -1.9395], [-1.3018, 2.7954, 0.1627], [-6.7339, -1.4939, 2.7239], [1.5289, 0.5154, 2.3886], [-1.9231, -3.1855, -0.2354], [-0.4259, -1.6821, -0.9377], [-3.5964, 1.9496, 5.9515], [-1.5023, 0.3283, 1.3692], [1.1718, 1.1103, 0.1354], [-2.6094, 2.5985, 5.5217], [-1.4533, 2.6562, -3.1691], [0.1053, -3.9171, -1.2665], [-4.9947, 1.5689, 3.8411], [-1.9478, 4.2439, -4.7607], [-4.7113, -0.1476, 5.4898], [4.0013, -4.3044, 0.6434], [-6.8469, -1.1458, 1.3446], [4.4968, 2.3965, -0.8286], [5.1541, -0.9298, -2.6033], [1.7620, -5.7823, -2.6510], [1.8445, 1.0619, 1.3516], [-1.5358, 1.9775, -4.4566], [3.0583, -0.5712, -3.7470], [0.4203, -5.9538, -2.6872], [-1.6927, -1.0206, 3.2906], [5.2408, -2.5414, 2.4298], [-1.3163, 4.9199, -2.2415], [5.7021, -3.8316, 2.2820], [-6.0013, -0.6330, 3.4808], [3.3630, 1.9102, -0.2584], [-1.4635, 3.8502, 2.2278], [-4.4519, 1.1277, 5.0289], [3.5420, -2.9538, 0.7065], [-1.8521, 3.8710, 3.5656], [-5.6762, 0.6984, 3.0398], [2.3785, -1.1246, -2.6706], [5.5456, 2.5832, 0.0771], [-0.8480, -2.8652, -0.7148], [-1.4886, 2.6909, 1.4218], [4.3363, 1.7644, 1.9080], [5.1247, -4.7194, 1.3837], [-2.1445, 2.6361, 4.1556], [4.4743, -1.5348, -1.5945], [-1.6514, 3.9072, -3.3012], [-0.3534, -5.0420, -1.9530], [5.4702, 2.3935, 1.4363], [-1.6427, 1.4388, 2.1425], [-5.5457, -1.0184, 4.7501], [3.2267, 1.6051, 1.0909], [-1.8645, 0.0924, 4.0713], [-0.1261, 1.3003, -4.7719], [2.3115, -4.6747, -1.9553], [4.4632, -0.4448, -3.7337], [-1.8789, 1.3773, 3.5092], [-1.7966, 3.0916, -5.3894], [1.5311, -3.7298, -1.2679], [1.9956, 1.7033, -0.8438], [4.2120, -2.1120, 1.5972], [-1.4573, -0.8463, 1.9270], [3.0611, -1.5856, -1.5876], [-1.1928, 4.7154, 1.6253], [-1.4998, -1.9249, 3.7588], [-5.8010, -1.9466, 5.2721], [-5.9002, -0.6590, 0.9221], [2.4331, -6.5280, -3.0955], [0.1499, 0.7238, -3.9160], [4.2258, 1.6004, 2.9680], [6.1161, -0.6188, -2.3974], [1.3146, -1.1215, -2.5904], [3.9329, -1.0707, 1.6782], [-6.0945, 1.0793, 2.0962], [6.6298, -4.1569, 2.7648], [2.4335, -0.1008, -4.5111], [3.3607, -4.5271, -2.0376], [-2.1049, 5.6493, -2.2206], [4.5530, 2.6190, -1.9230], [5.6467, -1.7524, 3.1267], [0.6668, 2.0472, -4.9253], [-0.1843, 0.6777, -5.6777], [5.0298, 0.0727, -4.5472], [-1.1656, -1.6922, 1.3460], [6.5030, 2.9697, -0.3250], [-0.3521, 5.3074, -2.4616], [3.4760, -5.0395, 0.0328], [5.4011, -5.7833, 1.3998], [-1.2178, 4.3765, -1.2999], [-1.8273, 4.8201, 4.1245], [-0.1599, -6.7296, -3.2057], [-1.7094, -0.0928, 5.0974], [-7.6177, -0.3717, 1.3030], [-1.8566, 3.0566, -6.5389], [6.3769, 2.4405, 2.0949], [-1.3783, -5.2547, -1.8008], [-2.4205, 5.1208, -5.1561], [5.0157, -1.7875, -0.7144], [-7.0419, -2.0603, 0.7881], [-4.4630, -0.5311, 6.4882], [-4.9481, 2.6012, 3.4992]]}

***

{"formula": "C41H45CoNP2", "method": "ωB97M-V/def2-TZVPD", "gap_ev": [4.29, 5.16], "e_homo_ha": [-0.136, -0.275], "multiplicity": 4, "elements": ["Co", "P", "P", "N", "C", "C", "C", "C", "C", "C", "C", "C", "C", "C", "C", "C", "C", "C", "C", "C", "C", "C", "C", "C", "C", "C", "C", "C", "C", "C", "C", "C", "C", "C", "C", "C", "C", "C", "C", "C", "C", "C", "C", "C", "C", "H", "H", "H", "H", "H", "H", "H", "H", "H", "H", "H", "H", "H", "H", "H", "H", "H", "H", "H", "H", "H", "H", "H", "H", "H", "H", "H", "H", "H", "H", "H", "H", "H", "H", "H", "H", "H", "H", "H", "H", "H", "H", "H", "H", "H"], "xyz": [[0.7713, 1.6803, 0.9997], [1.3930, 0.2697, -0.5258], [-1.3068, 1.2691, 0.7939], [2.5586, 2.6000, 1.4024], [-2.9548, -3.5396, -3.2892], [-0.4756, -3.7699, -2.5290], [2.2287, -2.8044, 2.0621], [2.2298, 0.1623, -3.2138], [4.6335, 3.0491, 2.2273], [-2.0997, 3.4911, -0.6945], [-3.3697, -3.4557, -0.7871], [2.1675, -1.2320, 0.2172], [-0.1789, -0.3307, -1.1577], [3.9571, 1.5776, -4.1615], [-1.8094, 0.6263, 3.5556], [-4.3339, 4.4194, -0.6908], [-4.7302, 3.4944, 0.2787], [4.1519, 4.2136, 1.6075], [-0.2128, 2.9146, 2.2264], [-3.4144, -1.0705, 4.1813], [3.2637, 1.8830, -1.8661], [-1.8925, -5.5219, -1.3644], [-3.3329, -2.8781, -1.9960], [3.4652, -3.2696, 1.6207], [-3.0029, -4.8834, -0.4969], [-0.6703, -4.6722, -1.5600], [1.9941, 4.8671, 0.3983], [-2.5478, -0.0386, 4.5403], [4.0044, -2.8009, 0.4221], [1.5546, -1.8186, 1.3365], [3.3626, -1.7737, -0.2794], [-3.5361, -1.4644, 2.8436], [3.0298, 0.5377, -4.3014], [-2.0060, 0.3031, 2.1965], [2.3755, 0.8010, -1.9720], [3.6110, 2.0723, 2.1228], [2.8694, 3.9124, 1.0943], [-2.5032, 2.5613, 0.2735], [-3.0199, 4.4291, -1.1674], [4.0559, 2.2669, -2.9489], [-2.8225, -0.7809, 1.8585], [-1.4498, -3.4788, -3.6378], [-1.3209, 0.2347, -0.6967], [3.6388, 0.7282, 2.7175], [-3.8095, 2.5712, 0.7820], [4.3705, 0.7435, 3.5400], [5.5773, 2.9025, 2.7444], [4.0126, -4.0079, 2.2134], [0.1346, -4.8723, -0.8485], [3.7969, -1.3823, -1.1996], [0.2951, 2.6880, 3.1823], [1.4944, -0.6299, -3.3281], [-2.2800, 0.1295, -1.2076], [2.6187, 5.4964, -0.2541], [-4.0078, -1.5708, 4.9452], [4.7605, 3.0967, -2.8410], [3.9750, -0.0256, 1.9963], [0.4949, -3.2648, -2.6113], [-1.1113, 1.4045, 3.8554], [-3.4686, -2.9842, -4.0875], [-2.4470, 0.2646, 5.5878], [-5.7566, 3.4713, 0.6476], [-5.0600, 5.1275, -1.0813], [-1.2974, 2.9981, 2.4412], [-1.5714, -6.4175, -0.8138], [-2.3220, -5.8796, -2.3050], [-3.3096, -4.5728, -3.3599], [-3.6521, -1.8399, -2.0993], [0.1098, 3.9035, 1.8682], [-1.2711, -4.1680, -4.4857], [-1.2471, -2.4648, -4.0208], [4.9369, -3.2187, 0.0340], [0.5712, -1.4740, 1.6579], [-3.7944, -2.9082, 0.0620], [4.6460, 5.1731, 1.5129], [-2.9045, -1.0763, 0.8159], [2.6513, 0.4237, 3.0989], [4.6085, 1.8499, -4.9939], [2.9426, 0.0133, -5.2533], [1.2275, 4.3949, -0.2292], [-0.1810, -1.1495, -1.8869], [-4.0944, 1.8552, 1.5560], [-1.0824, 3.4690, -1.0867], [-2.7091, 5.1527, -1.9162], [-3.9050, -5.5209, -0.5713], [-4.1953, -2.2809, 2.5624], [-2.6724, -4.9458, 0.5533], [1.4787, 5.5213, 1.1217], [1.7810, -3.1881, 2.9786], [3.3404, 2.4119, -0.9169]]}

***

Number 1: F_max 8.6 eV Å⁻¹, molar mass 600.6 u. Number 2: F_max 3.4 eV Å⁻¹, molar mass 1470.4 u. Number 3: F_max 3.8 eV Å⁻¹, molar mass 672.7 u.